1.
Formula: C4H6N2OS
Source: the OMol25 dataset
Level of theory: wB97M-V/def2-TZVPD

Calculated values
Molar mass in g/mol: 130.17
LUMO in eV: 0.675
Structure (SMILES): C=CN(C=O)/C=N/S
Highest occupied orbital energy in hartree: -0.3297
ΔE to the lowest compared entry with this formula, charge and spin in kcal/mol: 64.38
Gap between HOMO and LUMO in Eh: 0.3545

ORCA input file:
```
! wB97M-V def2-TZVPD RIJCOSX def2/J DEFGRID3
* xyz 0 1
C -0.65066 2.06005 -0.10192
C -1.25970 0.85876 -0.01354
N -0.59589 -0.39484 -0.03508
C -1.38711 -1.53129 -0.07065
O -2.57705 -1.45101 0.10238
C 0.78601 -0.61068 -0.19952
N 1.69549 0.14376 0.18681
S 3.29960 -0.55787 -0.08507
H -1.24657 2.98450 -0.10149
H 0.40043 2.12788 -0.18327
H -2.34849 0.69972 0.14275
H -0.77744 -2.46738 -0.17804
H 0.97168 -1.56763 -0.61208
H 3.68970 -0.29397 1.14872
*
```

***

2.
Formula: C5H12Br2NO
Source: the OMol25 dataset
Level of theory: wB97M-V/def2-TZVPD

Calculated values
Molar mass in g/mol: 261.96
LUMO (spin up / spin down) in eV: -4.496 / -3.351
Highest occupied orbital energy (spin up / spin down) in hartree: -0.4070 / -0.4940
ΔE to the lowest compared entry with this formula, charge and spin in kcal/mol: 25.42
Gap between HOMO and LUMO (spin up / spin down) in Eh: 0.2418 / 0.3709

ORCA input file:
```
! wB97M-V def2-TZVPD RIJCOSX def2/J DEFGRID3
* xyz 1 1
C 0.49440 0.84540 1.44931
C 2.38548 -0.54677 0.52829
C 0.80411 0.78944 -1.04071
C -0.11337 -1.12663 0.16689
C -2.80494 -0.16144 -0.74922
N 0.90641 -0.01047 0.23976
O -2.87070 -0.30863 -2.01588
Br -3.60107 -1.23723 0.56940
Br -2.53256 1.67296 -0.19283
H 1.02904 1.79994 1.57183
H -0.56580 0.84296 1.35025
H 0.82941 0.36690 2.44411
H 2.14100 -1.57188 0.79467
H 2.83731 -0.56534 -0.44372
H 2.86422 0.11816 1.14697
H 1.37509 0.29272 -1.82030
H -0.25498 0.89475 -1.31903
H 1.01899 1.87370 -0.90108
H -0.65765 -1.19859 1.02930
H 0.30203 -1.84118 -0.54274
H -3.58643 -0.92876 -2.26526
*
```

***

3.
Formula: CH3N5S
Source: the OMol25 dataset
Level of theory: wB97M-V/def2-TZVPD

Calculated values
Molar mass in g/mol: 117.14
LUMO in eV: 0.418
Structure (SMILES): Nn1nnnc1S
Highest occupied orbital energy in hartree: -0.3551
ΔE to the lowest compared entry with this formula, charge and spin in kcal/mol: 28.14
Gap between HOMO and LUMO in Eh: 0.3704

ORCA input file:
```
! wB97M-V def2-TZVPD RIJCOSX def2/J DEFGRID3
* xyz 0 1
N -0.31891 1.44462 -0.05303
N -0.37493 0.06447 0.00109
N -1.61408 -0.64774 -0.21176
N -1.33194 -1.82519 -0.12068
N 0.02228 -1.98248 0.13064
C 0.59101 -0.80779 0.02764
S 2.17588 -0.69280 -0.15681
H -0.68100 1.93027 0.80805
H -0.59763 1.87943 -0.84272
H 2.12932 0.63720 0.41759
*
```